{"formula": "C2H6O2", "method": "wB97M-V/def2-TZVPD", "gap_ev": 9.58, "homo_energy_ev": -8.78, "de_lowest_ev": 1.767, "multiplicity": 1, "smiles": "C=CO.O", "max_force_ev_per_a": 4.75, "elements": ["C", "C", "O", "H", "H", "H", "H", "O", "H", "H"], "coordinates": [[0.46130, -0.15259, -0.84720], [-0.45313, -0.90191, -1.45576], [-0.18664, -2.21676, -1.66770], [0.33117, 0.77497, -0.46172], [1.49464, -0.57999, -0.55634], [-1.37138, -0.47113, -1.69458], [-0.92990, -2.76348, -2.13596], [0.47828, 2.09974, 2.63063], [0.59230, 2.08741, 3.53950], [-0.41665, 2.12374, 2.64914]], "forces_ev_per_a": [[2.5, -3.5, -0.2], [1.9, 0.1, 1.2], [-1.9, -2.1, -1.6], [-0.8, 2.8, 0.5], [-1.9, 0.4, -0.6], [-1.7, 0.2, -0.6], [1.9, 2.1, 1.3], [3.2, -0.1, -2.0], [1.4, -0.1, 2.9], [-4.7, 0.1, -1.0]]}



{"formula": "C30H26N2O8", "method": "wB97M-V/def2-TZVPD", "gap_ev": 8.13, "homo_energy_ev": -7.91, "de_lowest_ev": 0.213, "multiplicity": 1, "smiles": "COc1ccc(-c2cc(=O)oc3cc(O[C@@H](C)C(=O)N[C@H](Cc4c[nH]c5ccc(O)cc45)C(=O)O)ccc23)cc1", "max_force_ev_per_a": 0.98, "elements": ["C", "O", "C", "C", "C", "C", "C", "C", "C", "O", "O", "C", "C", "C", "O", "C", "C", "C", "O", "N", "C", "C", "C", "C", "N", "C", "C", "C", "C", "O", "C", "C", "C", "O", "O", "C", "C", "C", "C", "C", "H", "H", "H", "H", "H", "H", "H", "H", "H", "H", "H", "H", "H", "H", "H", "H", "H", "H", "H", "H", "H", "H", "H", "H", "H", "H"], "coordinates": [[6.80190, 3.89924, 1.62084], [6.52502, 3.24531, 0.40610], [5.71319, 2.15487, 0.42154], [5.50172, 1.53527, -0.81259], [4.70001, 0.42047, -0.90708], [4.06696, -0.09854, 0.22153], [3.22019, -1.29576, 0.11032], [3.69708, -2.42516, -0.46811], [2.92026, -3.64142, -0.56555], [3.30854, -4.68474, -1.03022], [1.64410, -3.59801, -0.06147], [1.11846, -2.46820, 0.45026], [-0.21874, -2.52534, 0.83499], [-0.84177, -1.39374, 1.33173], [-2.13812, -1.32238, 1.72099], [-3.11564, -2.19543, 1.17316], [-3.84072, -2.93479, 2.29678], [-4.13946, -1.37812, 0.36425], [-4.86721, -1.90140, -0.45406], [-4.15735, -0.07623, 0.67699], [-5.01591, 0.88286, 0.03421], [-4.49077, 1.27225, -1.37258], [-3.10266, 1.81917, -1.32222], [-2.73993, 3.11205, -1.06636], [-1.38168, 3.23871, -1.10647], [-0.83141, 2.02286, -1.40070], [0.49352, 1.65378, -1.59557], [0.75258, 0.34362, -1.91876], [-0.28422, -0.59704, -2.03160], [0.08537, -1.87437, -2.33828], [-1.60265, -0.23784, -1.83944], [-1.88971, 1.09360, -1.53162], [-5.08425, 2.11853, 0.90424], [-4.33000, 2.35726, 1.80937], [-6.06833, 2.93886, 0.53795], [-0.10294, -0.21026, 1.48489], [1.21545, -0.16087, 1.11874], [1.86145, -1.28648, 0.59076], [4.28146, 0.51992, 1.44734], [5.09967, 1.63073, 1.55475], [5.89227, 4.30268, 2.07761], [7.30132, 3.23293, 2.33139], [7.47077, 4.72009, 1.36742], [5.98649, 1.94941, -1.68235], [4.54532, -0.05034, -1.86634], [4.70180, -2.47987, -0.85660], [-0.72604, -3.46967, 0.71910], [-2.67057, -2.91797, 0.48318], [-4.64617, -3.53041, 1.87685], [-4.25376, -2.21567, 2.99977], [-3.14844, -3.58505, 2.82615], [-3.48200, 0.28582, 1.33831], [-6.01784, 0.45360, -0.08059], [-4.51207, 0.37092, -1.98523], [-5.17689, 2.00553, -1.79923], [-3.36351, 3.96335, -0.86859], [-0.86995, 4.09276, -0.96800], [1.29564, 2.37091, -1.50744], [1.75974, 0.00540, -2.09850], [-0.69704, -2.43124, -2.42945], [-2.39514, -0.96760, -1.93738], [-6.08127, 3.73136, 1.09867], [-0.60619, 0.65936, 1.87580], [1.76259, 0.76394, 1.20783], [3.82676, 0.11145, 2.33811], [5.25248, 2.07427, 2.52605]], "forces_ev_per_a": [[0.0, 0.1, 0.2], [-0.1, -0.2, -0.3], [-0.1, -0.1, -0.1], [0.2, 0.2, 0.1], [-0.1, 0.1, 0.1], [0.1, 0.1, 0.1], [0.2, -0.6, -0.3], [-0.1, 0.5, 0.2], [0.3, -0.5, -0.3], [-0.2, 0.3, 0.2], [-0.1, -0.2, 0.0], [-0.1, 0.9, 0.4], [-0.1, -0.2, 0.0], [0.6, 0.2, -0.2], [-0.1, -0.1, 0.2], [-0.4, -0.3, -0.1], [0.3, 0.2, -0.2], [0.6, 0.0, 0.3], [-0.3, -0.2, -0.3], [0.1, 0.6, 0.3], [-0.2, -0.2, -0.4], [0.0, 0.1, 0.2], [-0.2, 0.2, 0.0], [-0.2, -0.1, -0.1], [0.1, 0.5, 0.1], [-0.1, -0.6, -0.1], [0.0, -0.1, -0.1], [-0.1, -0.1, -0.1], [-0.3, 0.2, 0.0], [0.1, -0.2, -0.1], [0.2, -0.1, 0.0], [0.4, 0.4, 0.1], [0.3, -0.2, 0.4], [0.1, 0.0, 0.1], [-0.5, 0.3, -0.4], [-0.2, 0.0, 0.1], [-0.1, -0.3, 0.1], [-0.3, -0.4, 0.1], [0.0, -0.1, -0.2], [0.2, 0.3, 0.1], [0.0, 0.0, 0.0], [0.0, 0.0, 0.0], [-0.1, 0.0, 0.1], [0.1, 0.0, -0.1], [0.0, -0.1, -0.1], [0.1, 0.0, 0.0], [-0.1, -0.1, 0.0], [0.0, 0.2, 0.0], [-0.1, -0.1, 0.0], [-0.1, 0.1, 0.1], [0.0, 0.0, 0.0], [0.0, -0.1, -0.1], [0.1, 0.1, 0.1], [-0.1, 0.0, 0.0], [0.0, -0.1, -0.1], [-0.1, 0.2, 0.0], [-0.1, -0.1, 0.0], [0.1, 0.1, 0.0], [0.2, 0.0, 0.0], [0.1, 0.1, 0.0], [-0.1, -0.1, 0.0], [0.2, -0.2, 0.0], [-0.1, 0.1, 0.0], [0.0, 0.1, 0.0], [-0.1, 0.0, 0.1], [0.0, 0.1, 0.1]]}



{"formula": "C3H5ClN2O", "method": "wB97M-V/def2-TZVPD", "gap_ev": 9.26, "homo_energy_ev": -8.65, "de_lowest_ev": 4.276, "multiplicity": 1, "smiles": "O/N=C\\N/C=C/Cl", "max_force_ev_per_a": 4.87, "elements": ["O", "N", "C", "N", "C", "C", "Cl", "H", "H", "H", "H", "H"], "coordinates": [[1.32200, -0.12860, -1.23291], [1.55028, -1.17683, -0.29306], [0.37088, -1.51967, 0.15613], [-0.79061, -0.82285, 0.32624], [-1.02533, 0.57795, 0.15181], [-0.20655, 1.60370, 0.29022], [-1.07218, 3.16192, -0.02095], [2.27061, -0.07465, -1.32779], [0.38886, -2.25460, 0.88034], [-1.52892, -1.33564, 0.73497], [-2.18708, 0.50387, 0.17906], [0.90806, 1.46540, 0.15596]], "forces_ev_per_a": [[1.6, -0.2, 0.5], [-3.9, -1.1, -0.1], [2.1, 1.7, 1.3], [1.7, 1.5, -2.0], [-3.5, -3.1, 1.4], [0.1, 0.6, -1.6], [1.2, -0.7, 0.5], [0.4, 1.2, -1.4], [0.4, -2.3, 1.0], [-0.6, -0.3, 0.2], [2.1, 1.9, -0.3], [-1.6, 0.9, 0.5]]}



{"formula": "C4H6O2", "method": "wB97M-V/def2-TZVPD", "gap_ev": 9.74, "homo_energy_ev": -8.82, "de_lowest_ev": 2.993, "multiplicity": 1, "max_force_ev_per_a": 6.64, "elements": ["C", "C", "C", "C", "O", "O", "H", "H", "H", "H", "H", "H"], "coordinates": [[1.33166, 0.36512, 1.19566], [0.83207, -0.62489, -0.64795], [-0.40569, -0.43163, 0.30454], [-1.34741, 0.53916, -0.13218], [1.66238, 1.00163, 2.07443], [1.90147, -0.15817, 0.13926], [1.01684, -1.68880, -1.00026], [0.74642, -0.04219, -1.59586], [-0.72626, -1.45470, 0.62146], [-0.90915, 1.50486, -0.18171], [-2.28132, 0.72152, 0.41190], [-1.82101, 0.26808, -1.18929]], "forces_ev_per_a": [[-5.0, -3.1, -2.9], [-1.7, -1.2, -1.4], [5.0, -1.9, 1.0], [-3.7, 0.8, -2.6], [1.5, 2.0, 2.7], [1.9, 0.2, -0.5], [-0.1, 1.1, 0.8], [0.2, 0.0, 0.8], [-0.1, 1.2, 0.3], [0.5, 0.9, -0.5], [0.4, -0.5, 0.6], [1.2, 0.5, 1.7]]}



{"formula": "C29H22F10IrN3Si", "method": "wB97M-V/def2-TZVPD", "gap_ev": [6.06, 6.18], "homo_energy_ev": [-7.48, -7.48], "multiplicity": 1, "max_force_ev_per_a": 4.29, "elements": ["Ir", "C", "N", "C", "C", "N", "C", "C", "F", "C", "F", "C", "F", "C", "F", "C", "F", "C", "C", "N", "C", "C", "F", "C", "F", "C", "F", "C", "F", "C", "F", "H", "H", "H", "H", "H", "H", "H", "H", "H", "H", "H", "C", "C", "C", "C", "C", "C", "Si", "C", "C", "C", "C", "C", "C", "H", "H", "H", "H", "H", "H", "H", "H", "H", "H", "H"], "coordinates": [[-0.68106, 0.80127, -0.20772], [1.92997, 2.67480, -0.18033], [0.47644, 2.86380, -0.23378], [0.05169, 3.48340, -1.49973], [0.08861, 2.50113, -2.65550], [-0.71015, 1.35464, -2.31454], [-0.98664, 0.38814, -3.21912], [-0.52659, 0.27899, -4.54982], [0.31359, 1.20443, -5.05981], [-0.87176, -0.77144, -5.38076], [-0.37706, -0.81060, -6.61907], [-1.70801, -1.78452, -4.94673], [-2.04486, -2.79084, -5.75980], [-2.17493, -1.73578, -3.64211], [-2.95627, -2.70822, -3.17209], [-1.81999, -0.68672, -2.82781], [-2.27071, -0.70616, -1.54092], [0.00817, 3.61306, 0.94628], [-0.21469, 2.67994, 2.12219], [-1.11923, 1.65245, 1.67290], [-2.02104, 1.09009, 2.53197], [-3.19774, 0.49285, 2.02017], [-3.36263, 0.49730, 0.68285], [-4.16634, -0.08323, 2.80725], [-5.26148, -0.60449, 2.25688], [-4.00537, -0.11255, 4.18496], [-4.92896, -0.67624, 4.96587], [-2.86081, 0.43362, 4.73401], [-2.66954, 0.37751, 6.05313], [-1.90111, 1.02344, 3.93233], [-0.78570, 1.49040, 4.52430], [2.44764, 3.63784, -0.25155], [2.25747, 2.03464, -0.99567], [2.20672, 2.19282, 0.75516], [0.68063, 4.34979, -1.73555], [-0.97872, 3.81702, -1.37672], [1.12424, 2.21478, -2.87911], [-0.30556, 3.00559, -3.54140], [-0.94520, 4.08092, 0.70322], [0.72111, 4.39848, 1.22061], [-0.64471, 3.25407, 2.94601], [0.73661, 2.25757, 2.46712], [5.15998, -0.13473, 1.43881], [4.06000, -0.29884, 2.26926], [2.80534, -0.51889, 1.72164], [2.62487, -0.60270, 0.33979], [3.74340, -0.43910, -0.47733], [5.00010, -0.20917, 0.06249], [0.93463, -0.93039, -0.45330], [0.25873, -2.62432, 0.04269], [-0.03459, -3.55417, -0.95493], [-0.56056, -4.79709, -0.63897], [-0.80503, -5.12802, 0.68618], [-0.50827, -4.21956, 1.69265], [0.00985, -2.97539, 1.37053], [6.13818, 0.05455, 1.86072], [4.18019, -0.25004, 3.34403], [1.95293, -0.63112, 2.38286], [3.62832, -0.50382, -1.55352], [5.85157, -0.08883, -0.59492], [1.33095, -1.17856, -1.88386], [0.16320, -3.30270, -1.99090], [-0.78718, -5.50128, -1.42885], [-1.23052, -6.09172, 0.93348], [-0.69090, -4.47667, 2.72822], [0.22878, -2.27143, 2.16566]], "forces_ev_per_a": [[1.6, 3.9, -0.8], [0.3, -0.1, 0.0], [-0.6, -1.9, 0.2], [-0.2, 0.0, -0.5], [0.5, -0.2, 0.1], [-0.4, -1.2, 1.6], [-0.2, -0.6, -0.6], [-0.1, 0.1, 0.4], [0.0, 0.0, 0.0], [-0.1, -0.1, 0.0], [0.0, 0.0, 0.0], [0.1, 0.1, 0.0], [0.0, 0.0, 0.0], [0.0, 0.0, 0.0], [0.0, 0.0, 0.0], [0.3, 0.3, 0.0], [0.0, -0.1, 0.0], [-0.1, 0.1, 0.5], [0.3, 0.0, -0.1], [-0.3, -1.5, -1.2], [-0.6, -0.4, 0.7], [0.6, 0.3, 0.0], [-0.2, -0.1, 0.1], [0.0, 0.0, 0.1], [0.0, 0.0, 0.0], [0.1, 0.0, 0.0], [0.0, 0.0, 0.0], [-0.1, 0.0, 0.1], [0.0, 0.0, 0.1], [0.0, 0.0, -0.5], [0.0, 0.0, 0.1], [-0.1, 0.0, 0.0], [0.0, 0.0, 0.0], [0.0, 0.0, 0.0], [0.0, 0.0, 0.2], [0.0, 0.0, 0.1], [0.1, 0.2, -0.1], [0.0, 0.0, 0.0], [0.0, 0.0, -0.1], [0.1, 0.0, -0.2], [0.1, 0.0, 0.0], [0.0, 0.1, 0.1], [0.0, 0.0, 0.0], [0.0, 0.1, 0.1], [0.0, 0.0, 0.0], [-0.5, 0.1, 0.1], [-0.1, -0.1, -0.1], [0.0, 0.1, 0.0], [0.1, 0.3, -0.5], [-0.1, 0.6, 0.1], [0.0, 0.1, -0.1], [0.0, 0.0, 0.0], [0.0, 0.0, 0.0], [0.0, 0.0, 0.1], [0.0, 0.0, 0.0], [0.0, 0.0, 0.0], [0.0, 0.0, 0.0], [0.0, 0.0, 0.0], [0.0, 0.0, 0.0], [0.0, 0.0, 0.0], [-0.2, 0.2, 0.1], [0.0, 0.0, 0.0], [0.0, 0.0, 0.0], [0.0, 0.0, 0.0], [0.0, 0.0, 0.0], [0.0, 0.0, 0.0]]}



{"formula": "C29H32B2BrCrF2N8O5S2", "method": "wB97M-V/def2-TZVPD", "gap_ev": [4.26, 4.97], "s_squared": 3.7921, "homo_energy_ev": [-0.33, -1.04], "de_lowest_ev": 0.000, "multiplicity": 4, "charge": -2, "max_force_ev_per_a": 0.35, "elements": ["Cr", "C", "C", "C", "C", "C", "N", "N", "B", "N", "N", "C", "C", "C", "C", "C", "N", "N", "C", "C", "C", "C", "C", "H", "H", "H", "H", "H", "H", "H", "H", "H", "H", "H", "H", "H", "H", "H", "H", "H", "H", "H", "H", "H", "H", "C", "O", "H", "H", "H", "F", "B", "F", "O", "S", "O", "N", "C", "S", "C", "C", "C", "C", "C", "C", "H", "H", "H", "H", "Br", "C", "C", "N", "C", "C", "C", "C", "O", "O", "H", "H", "H"], "coordinates": [[0.12180, 0.09819, 0.55590], [-1.54691, -2.79515, -1.13361], [-0.06126, -2.67034, -1.16442], [0.84460, -3.54886, -1.77751], [2.08468, -2.96396, -1.62509], [3.41768, -3.43996, -2.10071], [1.91339, -1.81806, -0.94578], [0.59918, -1.63626, -0.65448], [2.93806, -0.71782, -0.60773], [2.47645, 0.60556, -1.24160], [1.29086, 1.16446, -0.87840], [1.18715, 2.31869, -1.52328], [0.01194, 3.22241, -1.37226], [2.32980, 2.51482, -2.32183], [3.11757, 1.40435, -2.11629], [4.44169, 1.06030, -2.71507], [3.02706, -0.53914, 0.91847], [1.92038, -0.16478, 1.60454], [2.27266, 0.00396, 2.87080], [1.29494, 0.43348, 3.90970], [3.64613, -0.27159, 3.01117], [4.08374, -0.61464, 1.74870], [5.45007, -1.00601, 1.29034], [-1.83330, -3.84695, -1.18330], [-1.95898, -2.27547, -2.00037], [-1.96287, -2.37200, -0.22051], [0.61588, -4.47227, -2.28377], [3.30305, -4.41222, -2.57940], [4.12565, -3.54168, -1.27662], [3.85410, -2.74932, -2.82423], [4.01432, -1.02646, -1.04055], [-0.66807, 2.81605, -0.62603], [-0.50494, 3.34227, -2.32535], [0.33910, 4.21022, -1.03913], [2.53412, 3.34699, -2.97574], [4.73226, 1.84093, -3.41775], [4.40317, 0.11132, -3.25266], [5.22020, 0.97424, -1.95435], [0.34766, 0.70554, 3.45061], [1.67651, 1.29771, 4.45756], [1.10317, -0.36236, 4.63159], [4.23372, -0.22658, 3.91390], [6.13006, -1.00892, 2.14208], [5.83792, -0.31198, 0.54239], [5.45410, -2.00183, 0.84334], [-1.65400, 1.93264, 2.12225], [-0.58214, 1.68888, 1.27158], [-1.32730, 2.42286, 3.05436], [-2.19457, 1.02703, 2.41546], [-2.38294, 2.61024, 1.64590], [-4.25027, -0.44527, -1.81330], [-3.26376, -0.05162, -0.99598], [-3.47113, -0.23890, 0.30188], [-1.25689, -0.61938, 6.86234], [-2.23107, -0.99650, 5.86620], [-3.58721, -0.56475, 6.09446], [-1.72138, -0.62140, 4.37196], [-1.46914, -1.68949, 3.64461], [-0.85904, -1.77334, 2.08514], [-1.73972, -2.98903, 4.36523], [-1.59355, -4.28976, 3.90939], [-1.91624, -5.33023, 4.77015], [-2.37370, -5.07963, 6.06324], [-2.51628, -3.77583, 6.51982], [-2.19112, -2.75668, 5.64696], [-1.23603, -4.46463, 2.90314], [-1.81166, -6.35449, 4.43287], [-2.61889, -5.90914, 6.71567], [-2.86807, -3.56134, 7.52084], [-2.45925, 3.52225, -7.23111], [-2.69530, 3.14299, -5.36474], [-3.39823, 4.06919, -4.60010], [-3.58626, 3.85300, -3.26874], [-3.10161, 2.76209, -2.73368], [-2.38094, 1.75299, -3.44267], [-2.17620, 1.99162, -4.84419], [-1.88235, 0.56505, -2.87065], [-1.27313, -0.34382, -3.41766], [-2.10032, 0.44446, -1.44289], [-3.80300, 4.97480, -5.02954], [-3.25726, 2.64770, -1.66513], [-1.62889, 1.27570, -5.43870]], "forces_ev_per_a": [[0.0, -0.2, 0.1], [0.0, 0.0, 0.0], [0.0, 0.0, 0.0], [0.0, 0.0, 0.0], [0.0, 0.0, 0.0], [0.0, 0.0, 0.0], [0.0, 0.0, 0.0], [0.0, 0.0, 0.0], [0.0, 0.0, 0.0], [0.0, 0.0, 0.0], [0.0, 0.0, 0.0], [0.0, 0.0, 0.0], [0.0, 0.0, 0.0], [0.0, 0.0, 0.0], [0.0, 0.0, 0.0], [0.0, 0.0, 0.0], [0.0, 0.0, 0.0], [0.0, 0.0, 0.0], [0.0, 0.0, 0.0], [0.0, 0.0, 0.0], [0.0, 0.0, 0.0], [0.0, 0.0, 0.0], [0.0, 0.0, 0.0], [0.0, 0.0, 0.0], [0.0, 0.0, 0.0], [0.0, 0.0, 0.0], [0.0, 0.0, 0.0], [0.0, 0.0, 0.0], [0.0, 0.0, 0.0], [0.0, 0.0, 0.0], [0.0, 0.0, 0.0], [0.0, 0.0, 0.0], [0.0, 0.0, 0.0], [0.0, 0.0, 0.0], [0.0, 0.0, 0.0], [0.0, 0.0, 0.0], [0.0, 0.0, 0.0], [0.0, 0.0, 0.0], [0.0, 0.0, 0.0], [0.0, 0.0, 0.0], [0.0, 0.0, 0.0], [0.0, 0.0, 0.0], [0.0, 0.0, 0.0], [0.0, 0.0, 0.0], [0.0, 0.0, 0.0], [0.0, 0.0, 0.0], [0.0, 0.1, 0.0], [0.0, 0.0, 0.0], [0.0, 0.0, 0.0], [0.0, 0.0, 0.0], [0.0, 0.1, 0.0], [0.1, -0.3, -0.1], [-0.1, 0.1, 0.1], [0.0, 0.0, 0.0], [0.0, 0.0, 0.0], [0.0, 0.0, 0.0], [0.0, 0.0, 0.0], [0.1, 0.0, 0.0], [0.0, 0.1, -0.1], [0.0, 0.0, 0.0], [0.0, 0.0, 0.0], [0.0, 0.0, 0.0], [0.0, 0.0, 0.0], [0.0, 0.0, 0.0], [0.0, 0.0, 0.0], [0.0, 0.0, 0.0], [0.0, 0.0, 0.0], [0.0, 0.0, 0.0], [0.0, 0.0, 0.0], [0.0, 0.0, 0.0], [0.0, 0.0, 0.0], [0.0, 0.0, 0.0], [0.0, 0.0, 0.0], [0.0, 0.0, 0.0], [-0.1, 0.0, 0.0], [0.0, 0.0, 0.0], [0.1, 0.0, 0.0], [-0.1, 0.0, 0.1], [-0.1, 0.0, 0.0], [0.0, 0.0, 0.0], [0.0, 0.0, 0.0], [0.0, 0.0, 0.0]]}



Electronic energy (eV)
-6264.4883; -50894.0230; -20738.3424; -8337.4682; -72788.0410; -179682.8541